Computed, not measured: an isolated molecule of C7H14, with ωB97M-V/def2-TZVPD.

The geometry in XYZ format:
```
21
Properties=species:S:1:pos:R:3:forces:R:3
C 0.29016 -0.47145 -0.83369 -0.1 -0.5 0.0
C -1.99132 -0.05825 1.75586 -0.6 -0.4 0.5
C 1.08489 0.28859 -1.88908 0.6 0.0 0.0
C -0.76343 -0.45202 1.47089 0.5 0.4 -0.6
C -0.10543 -1.62952 2.13266 -0.1 -0.1 0.2
C 0.66557 1.73606 -2.11619 -0.2 0.0 -0.4
C 0.07822 0.31067 0.46174 -0.5 -0.5 0.2
H 1.11801 2.10885 -3.03574 0.2 0.1 0.1
H 0.76174 -1.98406 1.57409 -0.1 -0.1 0.0
H -0.80650 -2.45230 2.28131 0.1 0.0 -0.1
H 2.15073 0.27237 -1.61902 -0.1 0.1 0.2
H -0.44918 1.23290 0.20943 0.3 0.1 0.2
H 1.07344 -0.25530 -2.83801 -0.3 0.0 0.0
H 0.24482 -1.34832 3.12601 0.1 0.1 0.1
H -2.46809 0.80795 1.31489 0.2 0.0 -0.1
H 0.80273 -1.41091 -0.60760 0.2 0.0 0.0
H -0.40914 1.83399 -2.28750 -0.1 -0.1 0.2
H 1.04176 0.50720 0.94393 0.1 0.3 -0.2
H -2.58314 -0.61979 2.47821 0.0 0.1 -0.1
H -0.67792 -0.81447 -1.22720 0.0 0.4 0.0
H 0.94209 2.39780 -1.29500 0.0 -0.1 0.0
```
Forces are in eV/Å.

## Properties
Molecular weight   98.19 g/mol
Kohn-Sham gap   10.33 eV
Energy above the lowest of the compared OMol25 structures with the same formula, charge and spin   68.6 kJ/mol
LUMO energy   1.1 eV
2S+1   1
SMILES   C=C(C)CCCC